Record 1
This record from OMol25 describes a structure of composition C62H70IN10O3P2Y in a non-equilibrium geometry. The level of theory is ωB97M-V/def2-TZVPD.

Geometry as XYZ:
```
149
C62H70IN10O3P2Y (ωB97M-V/def2-TZVPD)
Y -0.680 0.347 -0.584
C -0.197 4.725 -2.304
C 0.070 3.700 -3.372
N 0.373 4.128 -4.579
C 0.549 3.234 -5.572
C 0.339 1.886 -5.423
C 0.500 0.978 -6.618
O -0.709 0.315 -6.993
C 0.026 1.406 -4.129
C -0.370 0.003 -4.019
N -0.438 -0.799 -3.003
C -0.828 -2.138 -3.372
C -0.518 -2.667 -4.632
C -0.961 -3.917 -5.033
C -1.716 -4.703 -4.176
C -1.962 -4.244 -2.891
C -1.496 -2.997 -2.496
I -1.665 -2.583 -0.467
C -0.023 2.311 -3.079
O -0.220 1.914 -1.841
H 0.736 5.066 -1.850
H -0.831 4.324 -1.512
H -0.673 5.591 -2.759
H 0.838 3.640 -6.536
H 1.219 0.184 -6.406
H 0.899 1.558 -7.451
H -1.307 0.961 -7.385
H -0.681 -0.387 -4.984
H 0.086 -2.092 -5.322
H -0.715 -4.271 -6.027
H -2.090 -5.670 -4.490
H -2.507 -4.861 -2.187
N -7.950 7.526 1.972
C -7.193 6.697 1.729
C -6.238 5.653 1.428
C -5.320 5.826 0.397
C -4.407 4.823 0.115
C -4.403 3.646 0.857
C -5.323 3.480 1.884
C -6.241 4.478 2.171
C -3.380 2.598 0.537
C -3.695 1.743 -0.517
C -4.920 1.759 -1.231
C -4.862 0.751 -2.166
C -3.603 0.150 -2.000
N -2.890 0.715 -1.022
C -2.206 2.635 1.299
C -1.960 3.488 2.400
C -0.667 3.243 2.822
C -0.158 2.262 1.951
N -1.061 1.879 1.047
H -5.324 6.743 -0.176
H -3.690 4.954 -0.687
H -5.326 2.567 2.467
H -6.960 4.351 2.968
H -5.736 2.444 -1.056
H -5.615 0.469 -2.885
H -3.212 -0.681 -2.572
H -2.662 4.195 2.817
H -0.135 3.722 3.630
H 0.840 1.851 1.944
O 0.111 -0.676 1.526
P -0.488 -1.122 2.842
N -0.690 -2.766 2.718
C 0.493 -3.577 2.364
C 0.061 -5.004 2.696
C -0.816 -4.806 3.933
C -1.615 -3.561 3.562
N 0.544 -0.801 4.065
C 0.520 -1.471 5.376
C 1.961 -1.317 5.836
C 2.276 0.123 5.421
C 1.491 0.342 4.113
N -1.951 -0.503 3.161
C -3.136 -0.858 2.337
C -4.328 -0.380 3.171
C -3.805 -0.392 4.607
C -2.385 0.122 4.436
H 1.364 -3.280 2.963
H 0.745 -3.427 1.309
H 0.907 -5.672 2.877
H -0.548 -5.413 1.883
H -0.186 -4.620 4.806
H -1.457 -5.657 4.154
H -1.967 -2.994 4.423
H -2.493 -3.848 2.976
H 0.194 -2.506 5.284
H -0.143 -0.965 6.082
H 2.598 -2.022 5.295
H 2.081 -1.494 6.903
H 3.340 0.301 5.282
H 1.925 0.811 6.190
H 2.141 0.326 3.240
H 0.967 1.296 4.126
H -3.188 -1.938 2.181
H -3.114 -0.368 1.361
H -5.203 -1.010 3.018
H -4.592 0.637 2.880
H -3.800 -1.411 5.004
H -4.388 0.233 5.282
H -1.726 -0.135 5.257
H -2.380 1.209 4.327
C 5.139 -2.620 0.950
C 3.998 -2.155 1.599
C 3.161 -1.243 0.967
C 3.454 -0.761 -0.315
C 4.578 -1.259 -0.966
C 5.414 -2.183 -0.338
P 2.301 0.537 -0.970
C 2.913 0.817 -2.679
C 2.766 -0.202 -3.622
C 3.237 -0.053 -4.916
C 3.837 1.141 -5.301
C 3.954 2.174 -4.384
C 3.504 2.012 -3.077
C 2.943 2.013 -0.068
C 2.151 3.157 0.020
C 2.628 4.306 0.638
C 3.904 4.328 1.180
C 4.703 3.195 1.099
C 4.228 2.049 0.479
H 5.830 -3.283 1.458
H 3.778 -2.479 2.611
H 2.265 -0.891 1.468
H 4.844 -0.895 -1.951
H 6.308 -2.526 -0.845
H 2.255 -1.120 -3.356
H 3.128 -0.861 -5.630
H 4.204 1.265 -6.312
H 4.402 3.114 -4.680
H 3.601 2.834 -2.379
H 1.154 3.155 -0.395
H 1.994 5.183 0.700
H 4.278 5.223 1.661
H 5.704 3.205 1.513
H 4.877 1.185 0.422
N 3.350 -5.064 0.096
C 2.985 -5.100 -1.389
C 1.594 -4.516 -1.586
N 1.521 -3.107 -1.354
H 3.905 -5.872 0.380
H 2.507 -5.047 0.678
H 3.883 -4.220 0.320
H 3.057 -6.130 -1.732
H 3.738 -4.497 -1.891
H 0.884 -5.022 -0.914
H 1.259 -4.753 -2.598
H 1.994 -2.556 -2.056
H 1.816 -2.798 -0.435
```

* frontier orbital gap: 6.87 eV
* ΔE to the lowest compared entry with this formula, charge and spin: 28.5 kcal per mole
* largest force on an atom: 1.27 eV Å⁻¹
* total charge: +2
* HOMO energy: -11.5 eV

Record 2
This record from OMol25 describes an isolated molecule of C21H29N3O3S in a non-equilibrium geometry. The level of theory is ωB97M-V/def2-TZVPD.

Geometry as XYZ:
```
57
C21H29N3O3S (ωB97M-V/def2-TZVPD)
C -0.559 -3.765 -1.956
H -0.719 -4.456 -1.132
H -1.141 -4.092 -2.813
C -0.997 -2.367 -1.535
N -0.261 -1.901 -0.376
C 1.105 -1.631 -0.451
C 1.889 -1.645 0.702
C 3.248 -1.372 0.654
C 3.848 -1.113 -0.572
C 3.084 -1.121 -1.724
C 1.724 -1.371 -1.675
H 1.152 -1.335 -2.585
H 3.547 -0.919 -2.679
H 4.908 -0.910 -0.622
C 4.066 -1.382 1.912
H 4.669 -2.289 1.959
H 3.425 -1.352 2.789
H 4.744 -0.531 1.938
H 1.425 -1.860 1.649
S -1.257 -1.686 0.941
O -1.982 -2.904 1.171
O -0.535 -1.142 2.057
C -2.394 -0.450 0.381
C -3.736 -0.377 0.669
N -4.204 0.768 0.099
C -3.197 1.424 -0.554
C -2.045 0.697 -0.382
C -0.731 0.995 -1.021
O -0.557 0.779 -2.213
N 0.207 1.550 -0.237
C 0.019 1.843 1.171
H -0.517 2.796 1.287
C 1.374 1.914 1.863
C 2.231 3.053 1.298
C 1.921 3.271 -0.187
C 1.467 1.965 -0.825
H 1.300 2.078 -1.899
H 2.227 1.191 -0.679
H 2.801 3.646 -0.711
H 1.127 4.012 -0.303
H 2.041 3.976 1.848
H 3.285 2.805 1.427
H 1.872 0.955 1.720
H 1.220 2.047 2.934
H -0.572 1.050 1.632
C -3.421 2.705 -1.275
H -2.585 2.891 -1.942
H -4.336 2.659 -1.864
H -3.505 3.539 -0.577
H -5.161 1.080 0.139
C -4.604 -1.300 1.441
H -4.051 -2.211 1.646
H -5.505 -1.542 0.878
H -4.903 -0.848 2.387
H -0.903 -1.649 -2.356
H -2.045 -2.393 -1.231
H 0.496 -3.773 -2.220
```

* frontier orbital gap: 8.81 eV
* ΔE to the lowest compared entry with this formula, charge and spin: 37.0 kcal per mole
* structure (SMILES): CCN(c1cccc(C)c1)S(=O)(=O)c1c(C)[nH]c(C)c1C(=O)N1CCCCC1
* largest force on an atom: 1.31 eV Å⁻¹
* HOMO energy: -8.2 eV

Record 3
This record from OMol25 describes an isolated molecule of C4H8OS in a non-equilibrium geometry. The level of theory is ωB97M-V/def2-TZVPD.

Geometry as XYZ:
```
14
C4H8OS (ωB97M-V/def2-TZVPD)
C 0.849 0.650 1.075
C 0.003 -0.331 0.316
C -0.957 0.183 -0.726
C 0.050 -1.647 0.432
O 2.506 -0.853 -0.462
S 2.444 0.540 -0.061
H 1.003 0.571 2.237
H 0.586 1.650 0.863
H -0.705 -0.205 -1.654
H -0.926 1.405 -0.785
H -1.965 -0.115 -0.564
H 0.775 -2.034 1.179
H -0.344 -2.267 -0.374
H 1.828 1.111 -1.309
```

* 2S+1: 3
* frontier orbital gap (alpha / beta): 5.07 / 5.51 eV
* ΔE to the lowest compared entry with this formula, charge and spin: 100.5 kcal per mole
* largest force on an atom: 6.60 eV Å⁻¹
* <S²>: 2.014
* HOMO energy (alpha / beta): -4.4 / -8.7 eV

Record 4
This record from OMol25 describes the ion C4H9N2 with charge +1 in a non-equilibrium geometry. The level of theory is ωB97M-V/def2-TZVPD.

Geometry as XYZ:
```
15
C4H9N2 (ωB97M-V/def2-TZVPD)
C -3.066 0.430 -0.100
C 1.952 -0.142 -0.238
C 0.629 -0.763 -0.093
C -0.388 0.252 0.494
N -2.488 -0.979 -0.326
N -1.695 -0.147 0.115
H -3.329 0.997 -0.987
H -3.674 0.418 0.797
H 2.706 -0.833 0.181
H 2.302 0.047 -1.283
H 1.963 0.812 0.254
H 0.786 -1.711 0.587
H 0.278 -0.949 -1.116
H -0.215 0.369 1.534
H -0.178 1.116 -0.213
```

* frontier orbital gap: 9.62 eV
* ΔE to the lowest compared entry with this formula, charge and spin: 121.3 kcal per mole
* structure (SMILES): CCC[N+]1=NC1
* largest force on an atom: 4.76 eV Å⁻¹
* total charge: +1
* HOMO energy: -15.8 eV

Record 5
This record from OMol25 describes the ion C3H9N2O2 with charge +1 in a non-equilibrium geometry. The level of theory is ωB97M-V/def2-TZVPD.

Geometry as XYZ:
```
16
C3H9N2O2 (ωB97M-V/def2-TZVPD)
C -2.060 -0.124 -0.202
C 1.502 0.981 0.028
C 0.258 0.152 0.388
N -2.975 0.556 -0.905
N 0.646 -1.387 0.556
O -2.121 -0.870 0.775
O -0.752 0.246 -0.617
H 2.378 0.457 -0.210
H 1.109 1.673 -0.670
H 1.607 1.479 0.936
H -0.170 0.468 1.308
H -3.954 0.342 -0.590
H -2.758 1.215 -1.635
H 1.295 -1.439 1.336
H -0.132 -2.076 0.801
H 1.188 -1.608 -0.269
```

* 2S+1: 3
* frontier orbital gap (alpha / beta): 5.42 / 7.39 eV
* ΔE to the lowest compared entry with this formula, charge and spin: 10.8 kcal per mole
* largest force on an atom: 6.87 eV Å⁻¹
* total charge: +1
* <S²>: 2.008
* HOMO energy (alpha / beta): -8.6 / -14.9 eV

Record 6
This record from OMol25 describes the ion C2H5N2O2 with charge +1 in a non-equilibrium geometry. The level of theory is ωB97M-V/def2-TZVPD.

Geometry as XYZ:
```
11
C2H5N2O2 (ωB97M-V/def2-TZVPD)
C -0.056 0.409 -0.033
C -0.635 -1.025 -0.079
N 1.131 0.534 0.831
N -1.953 -1.024 0.631
O -2.583 -1.908 0.998
O 1.601 -0.424 1.385
H 0.296 0.756 -1.114
H -0.603 1.323 0.341
H -0.816 -1.142 -1.089
H 0.108 -1.760 0.278
H 1.661 1.403 0.568
```

* frontier orbital gap: 4.53 eV
* ΔE to the lowest compared entry with this formula, charge and spin: 145.4 kcal per mole
* structure (SMILES): O=NCC[NH+]=O
* largest force on an atom: 5.27 eV Å⁻¹
* total charge: +1
* HOMO energy: -12.9 eV

Record 7
This record from OMol25 describes a cluster of 2 separate species, C3H9NO3 in total in a non-equilibrium geometry. The level of theory is ωB97M-V/def2-TZVPD.

Geometry as XYZ:
```
16
C3H9NO3 (ωB97M-V/def2-TZVPD)
C -0.702 0.102 -0.093
N -0.941 1.356 -0.803
O -0.790 0.313 1.294
O -1.637 -0.872 -0.497
H -2.521 -0.611 -0.136
H -1.670 0.722 1.484
H 0.091 -2.442 0.915
H -0.761 1.222 -1.823
H -1.935 1.648 -0.690
C 1.926 0.441 0.054
C 0.750 -0.374 -0.404
O 0.929 -1.247 -1.243
H 0.572 -2.199 1.412
H 1.625 1.231 0.771
H 2.413 0.930 -0.812
H 2.652 -0.217 0.572
```

* frontier orbital gap: 10.22 eV
* ΔE to the lowest compared entry with this formula, charge and spin: 57.9 kcal per mole
* structure (SMILES): CC(=O)C(N)(O)O.[H][H]
* largest force on an atom: 2.79 eV Å⁻¹
* HOMO energy: -9.9 eV

Record 8
This record from OMol25 describes a cluster of 2 separate species, C14H38N5O3 in total in a non-equilibrium geometry. The level of theory is ωB97M-V/def2-TZVPD.

Geometry as XYZ:
```
60
C14H38N5O3 (ωB97M-V/def2-TZVPD)
C -0.123 0.353 7.671
O -1.286 1.252 7.611
C -1.188 2.212 6.495
C -1.986 1.696 5.118
N -3.437 1.424 5.462
O -1.246 0.517 4.630
C -1.567 0.215 3.219
C -0.736 -1.046 2.580
C 0.875 -0.804 2.406
N 1.279 -0.021 1.175
N 1.562 -0.161 3.591
N 1.516 -2.198 2.244
H -0.200 -0.483 6.823
H 0.916 0.898 7.460
H -0.042 -0.259 8.692
H -1.657 3.249 6.854
H -0.064 2.416 6.234
H -1.934 2.571 4.309
H -3.695 0.439 5.178
H -3.995 2.062 4.846
H -2.716 -0.108 3.214
H -1.534 1.202 2.551
H -0.908 -2.067 3.157
H -1.178 -1.225 1.486
H 2.337 -0.128 1.132
H 1.111 0.999 1.370
H 2.269 0.563 3.296
H 2.022 -0.888 4.205
H 2.545 -2.110 2.416
H 1.405 -2.521 1.236
C 1.092 -2.545 -4.759
C 0.003 -1.643 -4.193
N 0.505 -0.547 -3.223
C 1.114 -1.254 -1.985
C -0.694 0.258 -2.662
C -1.458 1.114 -3.655
C 1.638 0.353 -3.806
C 1.368 1.057 -5.147
O 1.130 0.116 -6.189
C 0.168 0.534 -7.149
H 1.590 -3.129 -3.979
H 0.640 -3.263 -5.452
H 1.860 -2.003 -5.314
H -0.713 -2.253 -3.628
H -0.557 -1.159 -4.994
H 0.355 -1.922 -1.562
H 1.400 -0.490 -1.259
H 1.997 -1.818 -2.293
H -0.309 0.891 -1.854
H -1.379 -0.478 -2.223
H -0.970 2.079 -3.799
H -2.447 1.350 -3.243
H -1.621 0.635 -4.623
H 2.514 -0.296 -3.915
H 1.863 1.100 -3.034
H 2.264 1.619 -5.425
H 0.567 1.792 -5.065
H -0.088 1.594 -7.075
H -0.735 -0.065 -7.009
H 0.561 0.326 -8.146
```

* frontier orbital gap: 8.30 eV
* ΔE to the lowest compared entry with this formula, charge and spin: 78.7 kcal per mole
* largest force on an atom: 2.82 eV Å⁻¹
* total charge: +1
* HOMO energy: -10.7 eV

no.,total energy (eV)
1,-114189.916
2,-43696.529
3,-17152.501
4,-7262.880
5,-10319.565
6,-9215.832
7,-10888.069
8,-28716.400